Entry from the OMol25 dataset: a 2-piece molecular cluster, C3H4N2O3 overall in a non-equilibrium geometry (the ωB97M-V functional and the def2-TZVPD basis).

Results
ΔE to the lowest compared entry with this formula, charge and spin: 187.1 kcal per mole

The geometry in ORCA input format:
```
! wB97M-V def2-TZVPD RIJCOSX def2/J DEFGRID3
* xyz 0 1
O 2.216 -0.998 0.568
O 0.218 -1.691 -0.167
O -1.974 -1.103 0.034
N 1.021 1.816 0.175
N -1.022 -1.043 -0.914
C 0.496 0.507 0.010
C 1.159 -0.847 0.031
C -0.621 0.214 -0.760
H -1.999 -2.422 0.452
H 0.186 2.431 0.270
H -1.261 1.043 -0.972
H 1.581 2.091 1.273
*
```

Which charges does Mulliken predict for the atoms? In e, they are: -0.569, -0.306, -0.479, -0.628, 0.059, 0.231, 0.493, -0.162, 0.412, 0.293, 0.317, 0.338